{"formula": "C35H37BFKN11O5", "method": "ωB97M-V/def2-TZVPD", "symbols": ["K", "F", "O", "O", "O", "O", "O", "N", "N", "N", "N", "N", "N", "N", "N", "N", "N", "N", "C", "C", "C", "C", "C", "C", "C", "C", "C", "C", "C", "C", "C", "C", "C", "C", "C", "C", "C", "C", "C", "C", "C", "C", "C", "C", "C", "C", "C", "C", "C", "C", "C", "C", "C", "B", "H", "H", "H", "H", "H", "H", "H", "H", "H", "H", "H", "H", "H", "H", "H", "H", "H", "H", "H", "H", "H", "H", "H", "H", "H", "H", "H", "H", "H", "H", "H", "H", "H", "H", "H", "H", "H"], "positions_angstrom": [[-0.0745, -0.3929, 0.6352], [-5.9451, -3.7577, -0.8514], [3.5676, -2.7981, 0.9505], [2.0781, -1.2650, 0.2630], [-2.1176, -1.3760, 2.2576], [-2.5242, -2.0939, 4.4076], [2.2746, -3.4343, 5.8589], [1.0310, 2.2070, 0.8953], [-1.1249, -2.9787, -1.6392], [-1.3269, 1.2393, -1.6973], [-1.3371, 2.9687, 0.4702], [0.5958, 4.0909, -0.6859], [0.6521, 1.8853, 2.1577], [0.4570, -1.9965, 2.4204], [-0.1233, 1.7662, -1.3667], [0.9976, -3.1432, -2.8919], [0.6051, 4.4669, -1.9833], [-2.0081, 1.9487, 1.0557], [0.3256, -2.6668, 4.7531], [-0.2863, -2.1755, 3.5584], [-0.1797, -3.1141, -2.2953], [-4.9929, -3.1761, -0.0561], [-1.6847, -1.9267, 3.5172], [-3.5660, -3.2809, 1.8563], [1.1280, 5.6829, -2.0094], [2.8659, 1.5699, 1.9431], [0.8179, 1.3755, -2.2449], [3.3654, -3.1744, -2.2373], [-3.1425, 2.4549, 1.5011], [0.2187, 0.5759, -3.1834], [-1.1380, 0.5203, -2.7901], [-4.5279, -1.9184, -0.3779], [1.6732, 1.0470, 4.2182], [2.0597, -3.9926, -2.3623], [2.5409, -2.1008, 1.0801], [3.2073, -1.8025, -2.8857], [1.6626, -2.9544, 4.7142], [-3.5720, -1.3332, 0.4362], [-2.0525, 4.1087, 0.5328], [1.3140, 6.4043, -3.3082], [1.7421, 1.4898, 2.7915], [-4.1286, 1.5967, 2.2284], [1.7487, -2.2891, 2.4165], [2.4134, -2.7827, 3.5423], [1.1107, 5.0570, 0.0975], [-3.2268, 3.8319, 1.1932], [-3.0883, -2.0109, 1.5557], [2.3646, 2.0251, 0.7487], [1.4665, 6.1143, -0.7107], [-4.5285, -3.8658, 1.0399], [-2.2814, -0.2087, -3.4209], [2.6147, -1.9586, -4.2878], [1.1961, -2.5524, -4.2007], [0.0313, 2.7398, -0.1678], [0.4444, -1.7849, -4.3226], [2.5045, 0.3812, 4.4524], [-3.1669, -0.3531, 0.2065], [-0.2649, -2.8116, 5.6463], [-3.1949, 0.3770, -3.3142], [3.2610, -2.6134, -4.8826], [2.5731, -0.9943, -4.8020], [0.7437, 0.5075, 4.3993], [-2.0989, -0.3809, -4.4838], [0.4126, 6.3371, -3.9178], [3.6295, -3.0458, -1.1841], [4.1792, -3.7195, -2.7306], [1.8425, 1.6986, -2.1683], [-1.6817, 5.0263, 0.1063], [-4.8964, -1.4110, -1.2599], [-3.1950, -3.7991, 2.7283], [1.0344, -3.3022, -4.9887], [2.1338, 5.9718, -3.8858], [-4.0245, 4.5179, 1.4275], [1.7104, 1.9020, 4.8984], [2.5478, -1.1867, -2.2670], [-4.8838, 1.1923, 1.5498], [-4.6436, 2.1730, 2.9998], [4.1764, -1.3026, -2.9345], [3.1989, -3.5760, 5.6327], [0.6951, 0.1337, -4.0359], [-4.9077, -4.8574, 1.2515], [-2.4405, -1.1751, -2.9377], [2.8705, 2.2211, -0.1823], [-3.6190, 0.7559, 2.6977], [3.4644, -3.0362, 3.4805], [1.5412, 7.4572, -3.1344], [1.1788, 4.9179, 1.1646], [3.8851, 1.3012, 2.1650], [2.1916, -4.8648, -3.0167], [1.9085, 7.0513, -0.4136], [1.7416, -4.3539, -1.3865]], "atomic_forces_ev_per_a": [[-1.521, 0.697, -0.650], [0.014, 0.003, 0.001], [0.009, -0.005, 0.094], [0.807, -0.585, -0.144], [0.096, -0.091, 0.209], [-0.022, -0.014, 0.053], [-0.006, 0.013, -0.017], [0.109, 0.202, -0.038], [-0.301, -0.306, -0.296], [-0.090, 0.099, -0.099], [-0.044, -0.161, 0.031], [0.192, -0.080, -0.009], [-0.065, 0.122, 0.047], [0.483, -0.398, 0.264], [0.019, 0.066, 0.185], [-0.143, -0.481, -0.125], [-0.108, 0.020, 0.069], [0.126, 0.143, -0.074], [-0.025, 0.043, 0.014], [-0.010, -0.167, -0.123], [0.269, 0.650, 0.591], [-0.024, 0.008, -0.017], [0.101, 0.000, -0.122], [-0.089, -0.078, 0.016], [0.001, 0.031, 0.001], [0.046, 0.055, -0.013], [0.066, 0.061, 0.014], [0.091, -0.010, 0.057], [-0.004, 0.016, 0.023], [-0.157, 0.011, -0.018], [0.199, 0.069, -0.037], [0.031, 0.033, 0.016], [0.006, -0.038, -0.036], [0.233, 0.172, 0.130], [-0.108, -0.013, 0.390], [-0.135, -0.037, -0.142], [-0.038, 0.014, 0.003], [-0.006, -0.016, -0.037], [-0.034, 0.009, 0.011], [0.004, -0.021, 0.017], [0.109, 0.064, -0.036], [0.007, 0.013, -0.014], [-0.077, -0.089, -0.078], [0.043, 0.028, 0.004], [0.010, 0.031, 0.005], [-0.010, -0.002, -0.003], [0.095, 0.134, -0.008], [0.018, -0.001, 0.145], [-0.014, -0.007, -0.003], [0.066, -0.010, 0.050], [0.002, -0.035, 0.056], [0.043, 0.110, 0.061], [0.121, -0.208, -0.100], [-0.222, 0.000, -0.086], [-0.145, 0.076, -0.025], [-0.023, -0.022, 0.000], [-0.017, 0.011, -0.012], [0.018, 0.004, 0.023], [-0.003, 0.002, -0.014], [-0.022, 0.013, -0.001], [-0.004, -0.044, -0.034], [0.006, -0.012, 0.000], [0.003, 0.003, 0.003], [-0.003, 0.007, -0.001], [-0.062, -0.036, -0.035], [-0.024, 0.005, -0.012], [-0.019, 0.035, 0.047], [0.018, -0.003, 0.000], [-0.002, 0.000, -0.003], [0.000, -0.001, 0.004], [0.032, -0.010, 0.000], [0.011, 0.011, 0.000], [-0.008, -0.002, 0.002], [0.010, -0.001, 0.006], [0.122, -0.052, 0.022], [-0.010, 0.008, 0.008], [0.002, -0.016, 0.003], [0.006, 0.020, 0.007], [0.004, -0.005, 0.004], [0.029, -0.008, -0.120], [-0.015, 0.005, 0.004], [0.015, -0.008, -0.017], [-0.053, 0.013, -0.031], [0.000, -0.007, 0.000], [0.004, -0.019, -0.015], [-0.012, -0.005, -0.011], [0.018, -0.013, 0.004], [-0.007, -0.067, -0.020], [-0.030, 0.019, -0.032], [0.006, 0.006, -0.002], [-0.013, 0.027, 0.016]], "multiplicity": 2, "homo_lumo_gap_ev": [3.871, 7.172], "total_energy_ev": -83248.9546, "fmax_ev_per_a": 1.8, "charge": -2, "relative_energy_ev": 0.310, "homo_ev": [0.2, -3.1]}

{"formula": "C35H37CdClO4P2", "method": "ωB97M-V/def2-TZVPD", "symbols": ["Cd", "Cl", "P", "P", "O", "O", "O", "O", "C", "C", "C", "C", "C", "C", "C", "C", "C", "C", "C", "C", "C", "C", "C", "C", "C", "C", "C", "C", "C", "C", "C", "C", "C", "C", "C", "C", "C", "C", "C", "C", "C", "C", "C", "H", "H", "H", "H", "H", "H", "H", "H", "H", "H", "H", "H", "H", "H", "H", "H", "H", "H", "H", "H", "H", "H", "H", "H", "H", "H", "H", "H", "H", "H", "H", "H", "H", "H", "H", "H", "H"], "positions_angstrom": [[1.4560, 0.3184, -0.3083], [0.0980, -1.2335, 5.4928], [2.1016, 0.3606, -2.7589], [0.1099, -2.1171, -2.1716], [1.3546, -1.3041, 6.1798], [0.1829, -1.0507, 4.0465], [-0.8659, -2.2222, 5.8588], [-0.5069, 0.1998, 6.0354], [2.8135, 0.8891, -4.4055], [-1.5791, -3.0014, -4.3134], [-2.7933, -2.7431, 1.4233], [0.2110, -4.5072, -3.7154], [-0.8591, 2.7874, 5.3896], [-1.8399, -1.7179, 1.4229], [2.5401, 0.0654, -5.5175], [3.6639, 3.3731, -0.3426], [2.9128, 0.4794, -6.7976], [-2.1667, 1.3126, 7.1021], [-1.3055, -5.0967, -5.5124], [1.4232, 4.0667, -0.9792], [-1.9989, -3.4767, -0.7482], [3.5532, 1.7163, -6.9682], [-1.9917, -3.8923, -5.3166], [-0.2023, -5.4001, -4.7043], [-2.6065, -0.0111, 4.8411], [-1.0785, -1.4904, 0.2823], [3.5786, 2.2889, -1.1981], [-0.7565, 2.2651, 4.1499], [-0.4834, -3.3033, -3.4882], [-1.9996, 0.1214, 6.1314], [-2.8733, -3.6140, 0.3344], [2.5776, 4.2525, -0.2107], [0.3724, 0.3874, -3.2212], [-0.5021, -0.5631, -2.7783], [-1.9312, 1.9551, 3.2856], [-1.9929, 2.6517, 6.3840], [3.8488, 2.5212, -5.8652], [3.4926, 2.0998, -4.5838], [-1.1000, -2.4002, -0.7866], [2.2974, 1.9396, -1.7611], [2.1794, 0.0271, 1.6524], [1.2904, 2.9406, -1.7891], [-3.0395, 1.0670, 3.9944], [-0.0792, 3.4637, 5.7793], [-2.1966, -0.8311, 6.6452], [-1.6007, 1.4407, 2.3700], [-2.0292, -4.1791, -1.5806], [-3.4638, -2.8518, 2.2753], [-3.1355, 1.1324, 7.5832], [-0.4895, -0.5613, 0.2584], [1.0731, -4.7303, -3.0924], [3.2474, 0.3418, 1.6629], [-1.6759, -1.0914, 2.3014], [4.5679, 3.5246, 0.2498], [0.3431, -6.3336, -4.8439], [1.6141, 0.6241, 2.3828], [2.6644, 5.1057, 0.4534], [-1.8127, 3.3829, 7.1849], [0.0775, 1.1533, -3.9483], [3.8357, 2.0566, -7.9632], [4.4242, 1.6095, -1.3572], [0.5845, 4.7701, -0.8846], [-3.7649, 1.7023, 4.5363], [3.7191, 2.7194, -3.7191], [2.0994, -1.0421, 1.9224], [-2.1374, -2.0719, -4.1886], [-1.5883, -0.4300, -2.7735], [2.6988, -0.1486, -7.6662], [0.2183, 2.2198, 3.6564], [-3.6077, -4.4160, 0.3223], [-2.9642, 2.8934, 5.9403], [-1.4058, 1.2367, 7.8926], [-2.8492, -3.6521, -5.9569], [-1.6196, -5.8013, -6.2868], [2.0200, -0.8875, -5.3870], [-3.6588, 0.5878, 3.2092], [-2.4429, 2.8884, 2.9866], [-2.9696, -1.0195, 4.6082], [0.3733, 2.7686, -2.3599], [4.3458, 3.4851, -5.9776]], "atomic_forces_ev_per_a": [[0.364, -0.368, 1.291], [0.584, 1.153, -1.278], [1.919, 0.660, -0.503], [0.215, -1.496, 0.885], [-1.263, -0.173, -0.916], [0.163, -0.521, 2.308], [0.898, -0.054, -0.115], [0.728, -2.165, -0.257], [-0.402, -0.135, -0.400], [-0.131, -0.405, -0.258], [0.317, -0.009, -0.041], [-0.282, 0.421, 0.195], [0.449, 0.229, -0.243], [-0.345, -0.040, -0.168], [0.251, 0.445, -0.019], [-0.270, 0.290, 0.055], [0.129, 0.264, 0.152], [-0.109, -0.865, -0.738], [0.156, 0.154, 0.288], [-0.408, -0.223, -0.143], [0.137, 0.366, 0.252], [0.031, -0.039, 0.131], [0.188, -0.074, 0.057], [-0.182, 0.173, -0.030], [-0.894, -0.934, -0.232], [-0.206, -0.269, 0.160], [-0.818, -1.016, 0.142], [0.006, 1.529, 0.721], [-0.294, 0.283, -0.348], [1.284, -0.211, 2.377], [0.154, 0.139, -0.012], [0.414, -0.150, 0.026], [-1.518, -0.855, -0.360], [0.213, 1.535, -0.738], [-1.019, -1.253, 0.344], [-0.952, 0.982, 0.240], [-0.064, -0.311, 0.057], [-0.168, -0.271, -0.153], [-0.175, 0.138, -0.349], [0.359, 0.680, -1.891], [0.515, -0.276, 0.807], [0.079, 0.351, 0.592], [-0.968, 0.809, -1.971], [0.283, -1.133, -0.189], [0.060, 0.632, 0.290], [-0.163, 0.119, 0.277], [-0.040, 0.125, 0.227], [0.199, -0.116, -0.165], [-0.025, 0.746, -0.097], [-0.246, -0.722, -0.002], [-0.063, -0.045, -0.111], [-0.691, -0.227, 0.094], [-0.283, -0.066, -0.266], [-0.175, 0.113, -0.315], [-0.144, 0.238, 0.001], [0.242, -0.222, -0.155], [-0.077, -0.103, -0.034], [-0.215, 0.037, -0.334], [-0.337, 0.128, 0.627], [-0.098, -0.128, 0.171], [-0.306, 0.258, 0.200], [0.476, -0.234, -0.191], [0.406, 0.026, -0.118], [-0.093, -0.040, -0.234], [0.101, 0.547, 0.007], [0.201, -0.274, 0.017], [0.227, 0.145, -0.651], [0.062, 0.206, 0.295], [-0.231, 0.522, 0.128], [0.102, 0.136, 0.059], [0.157, 0.256, -0.023], [-0.209, -0.340, -0.318], [0.370, -0.036, 0.333], [0.074, 0.287, 0.252], [0.128, 0.253, 0.019], [0.303, 0.480, 0.097], [0.408, -0.303, 0.010], [0.315, 0.394, 0.017], [0.287, 0.128, 0.294], [-0.089, -0.277, -0.128]], "multiplicity": 1, "homo_lumo_gap_ev": [7.949, 4.313], "total_energy_ev": -80733.7217, "fmax_ev_per_a": 2.7, "charge": 0, "relative_energy_ev": 4.932, "homo_ev": [-7.8, -4.8]}